a) Formula: C10H14NO
Source: the Open Molecules 2025 dataset
Level of theory: wB97M-V/def2-TZVPD

Structure (XYZ):
```
26
Properties=species:S:1:pos:R:3:nbo_charge:R:1
C -4.1527 1.0772 0.4786 -0.19
C -3.8697 1.0602 -0.8793 -0.17
C -3.2653 0.5673 1.3349 -0.19
C -2.6832 0.5765 -1.3039 -0.22
C -2.0129 0.0458 0.9444 -0.21
C -1.7565 -0.0325 -0.3974 0.10
C 0.5871 -0.1346 -0.5236 0.14
C 3.2463 -0.4741 0.7941 -0.10
C -0.7291 -1.8806 -1.4036 -0.42
C 3.5640 0.8820 1.0626 -0.22
N -0.5370 -0.5705 -0.8537 -0.37
O 4.1002 1.8065 0.1274 -0.68
H -5.1930 1.3271 0.8394 0.24
H -4.6205 1.3373 -1.7162 0.24
H -3.5335 0.6711 2.3682 0.23
H -2.5515 0.4729 -2.2891 0.21
H -1.3309 -0.2246 1.6375 0.21
H 0.6974 0.7686 0.1362 0.17
H 3.1434 -0.8453 -0.1483 0.22
H 3.1721 -1.0314 1.7532 0.23
H 0.1904 -2.4967 -1.4870 0.24
H -1.2558 -2.4899 -0.7437 0.23
H -1.2245 -1.7668 -2.4240 0.24
H 4.2575 0.9659 1.9493 0.27
H 2.6899 1.2888 1.7215 0.27
H 4.4548 1.4065 -0.6971 0.50
```

Its charge is +1. The value obtained for the HOMO energy (spin up / spin down) is -12.91 / -11.91 eV. The calculation puts the LUMO energy (spin up / spin down) at -4.95 / -6.28 eV. The orbital gap (spin up / spin down) comes out at 0.292 / 0.207 Eh.

=====

b) Formula: C10H14NO
Source: the Open Molecules 2025 dataset
Level of theory: wB97M-V/def2-TZVPD

Structure (XYZ):
```
26
Properties=species:S:1:pos:R:3:nbo_charge:R:1
C 2.9163 0.9966 -0.1032 -0.23
C 3.4099 -0.2994 0.0776 -0.14
C 1.5643 1.3578 -0.0678 -0.20
C 2.4571 -1.3209 0.3119 -0.23
C 0.6867 0.3009 0.0521 0.03
C 1.1514 -0.9596 0.2883 0.27
C -1.1330 -0.9109 -0.4577 0.32
C -2.4006 -1.6511 -0.1606 -0.70
C -1.3219 0.6861 1.3797 -0.43
C -1.3334 1.3605 -0.9455 -0.46
N -0.8154 0.4313 0.0073 -0.29
O 0.2463 -1.9210 0.1987 -0.49
H 3.6929 1.7029 -0.3548 0.24
H 4.4832 -0.5153 -0.0892 0.25
H 1.1526 2.3113 -0.3487 0.23
H 2.5989 -2.3452 0.4746 0.25
H -0.7900 -0.9496 -1.5178 0.24
H -1.9614 -2.4502 0.5072 0.30
H -2.9064 -2.0341 -1.0400 0.27
H -3.0243 -1.0216 0.3955 0.23
H -2.2514 1.3164 1.2621 0.24
H -1.3909 -0.3666 1.8214 0.25
H -0.5698 1.2714 2.0319 0.27
H -2.4162 1.1305 -1.0524 0.24
H -1.2897 2.4410 -0.6930 0.26
H -0.7549 1.4388 -1.9773 0.28
```

Its charge is +1. The value obtained for the HOMO energy is -12.35 eV. The calculation puts the LUMO energy at -3.16 eV. The orbital gap comes out at 0.338 Eh.

=====

Stability verdict: b), ahead by 350.7 kJ/mol